Entry from the Open Molecules 2025 dataset: one molecule with the formula C2H6N2 (ωB97M-V with the def2-TZVPD basis set).

**LUMO energy**: 1.25 eV
**E_HOMO**: -0.2975 hartree
**Energy above the lowest of the compared OMol25 structures with the same formula, charge and spin**: 115.87 kJ/mol
**Gap between HOMO and LUMO**: 9.35 eV
**E_tot**: -5150.719 eV
**SMILES**: N/C=C/N

Element x y z (Å)
N -1.60410 -0.68899 0.63092
C -0.24476 -0.55339 0.17087
C 0.17867 0.56919 -0.39563
N 1.50419 0.77629 -0.80482
H -1.65657 -0.68754 1.64085
H -1.99610 -1.57055 0.32736
H 0.45896 -1.36442 0.34658
H -0.50985 1.38294 -0.57709
H 1.67731 1.69202 -1.18679
H 2.19224 0.44446 -0.15225

---

Entry from the Open Molecules 2025 dataset: C2H6N2O as an isolated structure at a distorted geometry (ωB97M-V with the def2-TZVPD basis set).

**LUMO energy**: 0.62 eV
**E_HOMO**: -0.3553 hartree
**Energy above the lowest of the compared OMol25 structures with the same formula, charge and spin**: 594.11 kJ/mol
**Gap between HOMO and LUMO**: 10.29 eV
**E_tot**: -7193.630 eV

Element x y z (Å)
C -0.20661 1.55422 1.05232
C -0.03007 -1.25808 -0.65630
H -0.12601 1.79364 2.00256
H -1.25300 1.13461 0.77228
H -0.11969 2.46250 0.41761
H 1.04133 0.53518 -0.83268
H -0.92120 -1.74411 -0.11126
H 0.06316 -2.93121 -1.90478
N 0.21929 0.08378 -0.43313
N 0.83446 -2.06084 -1.31125
O 0.49835 0.43031 1.00462

---

Entry from the Open Molecules 2025 dataset: a 2-piece molecular cluster, C2H6N2O overall at a distorted geometry (ωB97M-V with the def2-TZVPD basis set).

**LUMO energy (spin up / spin down)**: 0.16 / 0.89 eV
**E_HOMO (spin up / spin down)**: -0.3143 / -0.3316 hartree
**Energy above the lowest of the compared OMol25 structures with the same formula, charge and spin**: 613.77 kJ/mol
**Gap between HOMO and LUMO (spin up / spin down)**: 8.71 / 9.91 eV
**E_tot**: -7193.426 eV

Element x y z (Å)
C 1.80300 -0.00294 0.40854
C -1.28407 0.78758 -0.13684
N 1.47835 0.35107 -0.68541
N -0.73566 -0.27761 -1.01122
O -0.65559 -1.31891 -0.14601
H 2.80145 0.29768 0.65659
H -0.55164 -2.12438 -0.69589
H 1.34520 -0.71032 1.24095
H -2.43079 0.76332 -0.14923
H -0.78213 1.70467 -0.34224
H -0.98812 0.52985 0.86076